{"formula": "C37H100N8O16", "method": "wB97M-V/def2-TZVPD", "symbols": ["C", "O", "C", "C", "N", "C", "C", "O", "C", "H", "H", "H", "H", "H", "H", "H", "H", "H", "H", "H", "H", "H", "H", "H", "C", "O", "C", "C", "N", "C", "C", "O", "C", "H", "H", "H", "H", "H", "H", "H", "H", "H", "H", "H", "H", "H", "H", "H", "C", "O", "C", "C", "N", "C", "C", "O", "C", "H", "H", "H", "H", "H", "H", "H", "H", "H", "H", "H", "H", "H", "H", "H", "C", "O", "C", "C", "N", "C", "C", "O", "C", "H", "H", "H", "H", "H", "H", "H", "H", "H", "H", "H", "H", "H", "H", "H", "C", "O", "C", "C", "N", "C", "C", "O", "C", "H", "H", "H", "H", "H", "H", "H", "H", "H", "H", "H", "H", "H", "H", "H", "C", "O", "C", "C", "N", "C", "C", "O", "C", "H", "H", "H", "H", "H", "H", "H", "H", "H", "H", "H", "H", "H", "H", "H", "N", "C", "N", "O", "H", "H", "H", "H", "O", "H", "H", "O", "H", "H", "O", "H", "H"], "coordinates": [[6.326, -0.451, -8.483], [7.434, -0.641, -9.338], [8.069, -1.873, -9.091], [9.248, -2.002, -10.009], [10.304, -1.072, -9.612], [11.361, -1.068, -10.626], [12.427, -0.030, -10.250], [11.953, 1.281, -10.446], [12.507, 2.219, -9.552], [5.897, 0.541, -8.597], [6.665, -0.513, -7.442], [5.546, -1.204, -8.641], [7.377, -2.724, -9.215], [8.360, -1.931, -8.031], [8.865, -1.881, -11.034], [9.611, -3.033, -9.992], [9.919, -0.132, -9.629], [10.962, -0.807, -11.615], [11.901, -2.008, -10.749], [13.320, -0.199, -10.863], [12.688, -0.225, -9.205], [12.184, 3.201, -9.907], [13.588, 2.174, -9.429], [11.990, 2.170, -8.584], [3.881, -4.016, -4.687], [2.697, -4.331, -5.416], [2.945, -4.091, -6.792], [1.643, -4.040, -7.603], [1.886, -3.822, -9.030], [0.684, -4.078, -9.828], [0.078, -5.476, -9.834], [1.089, -6.379, -10.216], [0.632, -7.703, -10.187], [4.017, -2.935, -4.661], [4.763, -4.461, -5.157], [3.752, -4.398, -3.677], [3.667, -4.828, -7.157], [3.403, -3.112, -7.000], [1.061, -3.216, -7.169], [1.042, -4.907, -7.319], [2.054, -2.826, -9.127], [1.060, -3.952, -10.852], [-0.126, -3.349, -9.697], [-0.801, -5.443, -10.486], [-0.309, -5.702, -8.831], [1.450, -8.427, -10.179], [0.088, -7.954, -11.110], [-0.012, -7.992, -9.350], [-5.643, 5.449, -7.256], [-4.385, 5.406, -6.599], [-3.567, 6.503, -6.901], [-2.215, 6.485, -6.203], [-1.249, 5.491, -6.739], [-1.592, 4.160, -6.221], [-0.562, 3.151, -6.652], [0.591, 3.245, -5.813], [1.811, 3.253, -6.505], [-6.169, 6.381, -7.042], [-6.181, 4.594, -6.858], [-5.510, 5.359, -8.336], [-4.007, 7.454, -6.566], [-3.407, 6.612, -7.979], [-2.285, 6.495, -5.110], [-1.775, 7.456, -6.453], [-0.372, 5.773, -6.307], [-2.592, 3.875, -6.548], [-1.628, 4.194, -5.123], [-0.238, 3.268, -7.691], [-0.933, 2.120, -6.577], [2.638, 3.376, -5.806], [1.926, 3.991, -7.307], [1.988, 2.279, -6.984], [-0.799, 2.051, -0.917], [0.270, 1.314, -1.474], [0.902, 2.006, -2.533], [2.019, 1.159, -3.132], [1.564, -0.078, -3.786], [0.718, 0.095, -4.972], [0.142, -1.281, -5.257], [-0.733, -1.771, -4.246], [-1.892, -0.953, -4.107], [-1.025, 1.595, 0.051], [-1.718, 1.786, -1.457], [-0.637, 3.122, -0.827], [1.390, 2.888, -2.098], [0.240, 2.375, -3.324], [2.676, 0.860, -2.313], [2.538, 1.777, -3.866], [0.960, -0.503, -3.083], [1.272, 0.493, -5.823], [-0.131, 0.753, -4.748], [0.940, -2.014, -5.380], [-0.402, -1.259, -6.212], [-2.251, -0.590, -5.075], [-1.703, -0.119, -3.428], [-2.653, -1.626, -3.711], [-2.163, 5.566, -12.911], [-1.216, 4.564, -12.722], [-0.631, 4.546, -11.431], [0.173, 3.291, -11.245], [1.455, 3.319, -11.972], [1.984, 1.961, -12.196], [3.164, 2.073, -13.145], [2.657, 2.546, -14.371], [3.632, 2.787, -15.362], [-2.937, 5.651, -12.137], [-2.650, 5.427, -13.874], [-1.714, 6.570, -12.947], [-1.471, 4.532, -10.723], [-0.073, 5.458, -11.198], [-0.412, 2.399, -11.501], [0.354, 3.160, -10.173], [1.222, 3.678, -12.896], [1.281, 1.241, -12.638], [2.275, 1.473, -11.267], [3.697, 1.124, -13.290], [3.927, 2.743, -12.728], [3.834, 1.875, -15.933], [4.555, 3.168, -14.917], [3.223, 3.531, -16.045], [0.049, -0.064, -9.004], [-0.982, -1.006, -9.217], [-2.245, -0.395, -8.949], [-3.417, -1.333, -9.150], [-3.607, -1.573, -10.601], [-4.639, -2.544, -10.889], [-4.224, -4.018, -10.689], [-3.544, -4.407, -11.872], [-3.207, -5.775, -11.864], [0.988, -0.507, -9.325], [0.107, 0.150, -7.933], [-0.069, 0.801, -9.664], [-2.358, 0.617, -9.344], [-2.186, -0.276, -7.854], [-4.307, -0.851, -8.724], [-3.295, -2.296, -8.658], [-3.917, -0.662, -10.927], [-4.953, -2.554, -11.931], [-5.512, -2.404, -10.232], [-5.168, -4.572, -10.612], [-3.596, -4.246, -9.822], [-2.701, -6.054, -10.934], [-2.520, -5.964, -12.688], [-4.089, -6.411, -11.985], [3.409, 2.989, -9.516], [4.118, 4.143, -9.555], [3.797, 4.899, -10.633], [4.897, 4.518, -8.671], [2.777, 2.832, -10.279], [3.550, 2.442, -8.684], [4.171, 5.818, -10.757], [3.076, 4.509, -11.239], [3.066, 0.370, -8.241], [2.954, -0.217, -9.004], [3.441, -0.200, -7.555], [3.898, -0.621, -5.676], [3.021, -0.779, -5.285], [4.514, -0.755, -4.950], [3.045, -1.034, -10.823], [3.824, -1.391, -11.268], [2.322, -1.159, -11.451]], "lowdin_charge": [-0.1083, -0.1810, -0.2597, -0.2306, -0.0414, -0.2188, -0.2435, -0.1872, -0.1181, 0.0861, 0.0892, 0.0792, 0.1235, 0.1247, 0.1213, 0.1208, 0.1112, 0.1192, 0.1171, 0.1190, 0.1204, 0.0863, 0.0867, 0.0891, -0.0987, -0.1777, -0.2353, -0.1942, -0.0301, -0.2023, -0.2378, -0.1558, -0.1294, 0.0593, 0.0881, 0.0894, 0.1242, 0.1071, 0.0999, 0.1186, 0.0754, 0.1180, 0.1075, 0.0972, 0.1150, 0.0846, 0.0849, 0.0867, -0.0963, -0.2030, -0.2508, -0.2103, -0.0428, -0.2037, -0.2084, -0.2086, -0.1165, 0.0860, 0.0875, 0.0855, 0.1203, 0.1236, 0.1198, 0.1163, 0.1062, 0.1117, 0.1238, 0.1098, 0.1049, 0.0935, 0.0861, 0.0575, -0.1109, -0.1881, -0.2358, -0.1733, -0.0487, -0.2097, -0.2153, -0.1683, -0.0895, 0.0870, 0.0809, 0.0884, 0.1256, 0.1072, 0.1210, 0.1118, 0.1082, 0.1008, 0.0948, 0.1077, 0.1057, 0.0829, 0.0771, 0.0916, -0.1336, -0.1800, -0.2159, -0.1988, -0.0547, -0.2172, -0.2271, -0.1925, -0.0968, 0.0848, 0.0878, 0.0887, 0.1206, 0.1330, 0.1175, 0.1018, 0.1159, 0.1273, 0.0856, 0.1245, 0.1193, 0.0878, 0.0897, 0.0878, -0.0914, -0.1919, -0.2197, -0.1923, -0.0560, -0.2130, -0.2197, -0.1917, -0.1241, 0.0543, 0.0728, 0.0784, 0.1241, 0.1055, 0.1186, 0.1159, 0.1077, 0.1219, 0.1111, 0.1203, 0.1150, 0.0651, 0.0915, 0.0887, 0.1766, -0.6868, 0.1508, -0.0068, 0.0369, 0.0699, 0.0986, 0.0587, -0.0747, -0.0096, 0.0032, -0.0588, 0.0135, 0.0538, -0.0443, 0.0696, 0.0594], "charge": 0, "orbital_gap_ev": 9.08, "relative_energy_kcal_mol": 29.1}